No. 1
Formula: C5H4N
Source: the Open Molecules 2025 dataset
Level of theory: ωB97M-V/def2-TZVPD

XYZ file:
```
10
Properties=species:S:1:pos:R:3:forces:R:3
C 2.10894 -0.02269 -0.42409 -1.083 -1.026 0.518
H -2.65455 0.39938 -1.15888 0.153 -0.048 -0.156
C 1.16159 -0.76202 0.33339 0.165 -0.310 -0.495
N -1.13878 0.20456 0.18172 1.717 0.722 0.009
H 3.05224 -0.24684 -0.87813 0.207 0.085 -0.229
C 1.46543 1.04931 0.12503 -1.509 1.262 0.438
H 1.31194 -1.52967 1.07711 -0.023 -0.063 0.213
C 0.11340 0.19699 0.21488 1.273 -0.631 -0.449
H -3.08818 0.36732 0.65353 0.027 0.083 0.112
C -2.33203 0.34366 -0.12455 -0.928 -0.074 0.038
```
Forces are in eV/Å.

Computed properties:
* energy above the lowest of the compared OMol25 structures with the same formula, charge and spin: 39.7 kcal per mole
* charge: +1
* HOMO energy: -0.523 hartree
* total energy: -6726.619 eV
* SMILES: C=[N+]=C1C2=C[C@@H]21
* largest force on an atom: 2.02 eV/Å
* frontier orbital gap: 8.8 eV



No. 2
Formula: C31H39AuBF5N3O6PSe
Source: the Open Molecules 2025 dataset
Level of theory: ωB97M-V/def2-TZVPD

XYZ file:
```
88
Properties=species:S:1:pos:R:3:forces:R:3
H -3.94724 4.27150 3.74340 -0.018 -0.013 -0.017
H -2.93344 -0.64419 0.46201 0.020 0.011 0.015
C -4.24817 5.10356 1.74873 0.074 -0.005 -0.056
H -0.73437 -4.28593 -3.44715 -0.016 -0.003 0.015
C 0.43791 -0.40923 -6.05814 -0.109 -0.012 -0.162
H -2.98920 6.46846 2.88167 -0.023 0.007 -0.011
P -0.94260 -2.69508 -0.74649 0.345 0.108 0.533
H 6.74149 -0.90057 4.43222 0.003 0.008 -0.017
C 2.34283 -0.60143 3.18129 -0.063 0.070 -0.039
C -1.11197 -4.97417 0.70169 -0.051 0.059 -0.040
H -2.79799 -0.35563 -2.67272 -0.024 -0.006 0.003
C -2.54644 3.19691 1.54565 -0.071 0.132 0.020
C 2.15137 -1.00783 -4.51076 0.079 -0.043 -0.015
C 4.69657 -0.79287 3.86068 -0.036 -0.051 0.001
H -1.89230 -5.21376 1.42996 -0.027 -0.016 -0.016
C 5.52957 -1.18991 1.25839 -0.009 -0.079 -0.048
H 2.00648 -3.03346 -2.63542 -0.027 -0.010 -0.026
H -1.88832 0.34407 -1.32971 -0.023 0.005 0.004
H -0.04261 -2.84886 -4.20986 -0.004 -0.006 0.002
C 0.69496 0.76336 -3.98757 0.096 -0.010 -0.184
H -6.30626 5.59625 1.26071 0.036 0.017 -0.022
H 8.67347 -0.18823 3.38727 0.001 0.020 -0.001
N -1.65129 -4.13007 -0.35853 -0.120 -0.291 0.179
H 1.20075 -4.51829 -2.09295 -0.021 -0.003 0.028
H 9.68708 -1.29237 2.43385 0.010 -0.008 -0.015
B 0.05413 1.30349 0.05227 -0.323 -0.273 -0.081
C -1.48388 4.36372 -0.80952 -0.110 0.146 -0.016
H 5.86353 -1.35684 0.24271 -0.001 0.023 0.024
C -3.21320 -1.50729 -0.14839 -0.028 -0.116 -0.158
N -2.21745 -1.74855 -1.20355 -0.029 0.555 0.200
C 1.51306 -1.20355 -5.72137 0.161 -0.026 0.014
F -0.99495 1.36855 -5.52148 -0.015 0.009 0.033
H -5.06172 3.33284 2.73119 0.000 0.023 0.010
H -2.91239 2.71975 2.44347 -0.015 0.004 -0.036
C 3.72265 -0.81773 2.84029 0.001 0.028 0.070
C -2.69848 -4.75317 -1.15154 0.037 0.052 0.074
C 6.44255 -1.16043 2.28249 0.117 0.015 0.060
H -5.18342 5.86221 -0.07748 0.000 -0.031 0.011
H 8.64037 -1.94010 3.71319 -0.002 -0.015 0.009
C 0.03241 0.58247 -5.19124 -0.012 0.066 0.057
H -1.08030 4.80762 -1.70959 0.006 -0.017 0.022
C 1.75837 -0.03664 -3.59477 -0.225 -0.244 0.307
H -2.33294 -5.64856 -1.66271 0.010 -0.021 -0.013
H -2.91700 5.89882 -0.46882 -0.011 -0.040 -0.002
H -5.66355 4.21822 0.35176 -0.019 0.018 0.025
C -1.52017 2.62130 0.83264 0.022 -0.398 0.252
H -4.18756 -1.31967 -0.60206 -0.001 0.028 -0.028
O -0.00590 2.36243 -0.81687 -0.088 0.326 0.255
H 4.38793 -0.59904 4.88039 -0.031 -0.062 -0.024
O -0.86226 1.42843 1.09248 -0.104 0.171 -0.097
H 0.85578 -1.27222 4.52299 0.009 0.017 -0.013
C 6.03498 -0.94616 3.61840 -0.034 0.007 -0.068
Se 2.67827 -0.01275 -1.88722 -0.684 0.435 -0.158
C 1.85554 -0.84769 4.59307 0.035 0.134 0.047
C -4.72883 4.34218 2.98348 0.011 -0.007 0.021
H -0.72501 -5.91196 0.29248 -0.004 -0.016 -0.017
F 1.91699 -2.16155 -6.55811 0.016 -0.017 0.010
O 1.46177 -0.20061 2.39963 -0.570 -0.184 -0.196
Au 1.26719 -0.27895 0.14154 1.929 0.446 0.042
C -0.65356 -3.19477 -3.37401 0.074 0.058 0.030
O 3.35569 -1.03920 0.47017 -0.059 -0.583 0.161
H 1.66102 -3.25593 -0.92803 -0.006 0.060 0.002
C -3.82682 6.51414 2.18222 0.004 -0.002 0.035
F -0.19718 -0.59606 -7.21316 -0.007 0.017 -0.028
H -0.30896 -4.45562 1.21646 -0.006 0.031 -0.006
C -5.41900 5.20172 0.75877 -0.004 -0.007 -0.010
F 0.26062 1.74864 -3.21608 -0.046 0.080 0.066
H -3.29619 -2.37617 0.50079 -0.003 -0.028 -0.016
H -3.52074 7.12280 1.33001 -0.008 -0.015 0.021
F 3.18402 -1.81643 -4.24278 0.021 0.003 0.024
H -5.57540 4.87051 3.42560 0.015 -0.009 0.005
C 4.14704 -1.00818 1.48562 -0.160 0.134 -0.142
H -3.08223 -4.05676 -1.89279 0.015 0.011 -0.009
H -4.65963 7.02078 2.67700 0.021 -0.009 -0.023
H -3.52972 -5.04989 -0.50456 0.000 -0.014 0.009
N -0.02396 -2.78225 -2.12092 0.246 -0.267 -0.159
H 1.76940 0.10744 5.11712 0.021 -0.028 0.002
C -1.00567 3.17635 -0.31211 0.262 0.006 -0.302
C -2.52238 4.96048 -0.09865 0.031 -0.004 -0.005
H -1.64735 -2.76318 -3.47312 0.012 0.015 -0.001
C 8.72993 -1.17996 2.93428 -0.045 -0.040 -0.043
O -0.10271 -2.26370 0.42366 -0.288 -0.174 -0.390
H -1.04715 -0.61428 -2.55418 -0.010 -0.038 0.014
C -3.07092 4.40145 1.06267 0.000 -0.070 0.011
H 2.49965 -1.51219 5.16158 -0.016 0.005 -0.006
C -1.96816 -0.52839 -1.98393 -0.071 -0.144 -0.009
O 7.74146 -1.34588 1.93133 0.002 0.055 0.065
C 1.28215 -3.43629 -1.93090 -0.067 0.041 -0.064
```
Forces are in eV/Å.

Computed properties:
* charge: 0
* HOMO energy: -0.280 hartree
* total energy: -142128.463 eV
* largest force on an atom: 1.98 eV/Å
* frontier orbital gap: 6.5 eV



No. 3
Formula: C43H36BrCdClN7OSSe
Source: the Open Molecules 2025 dataset
Level of theory: ωB97M-V/def2-TZVPD

XYZ file:
```
92
Properties=species:S:1:pos:R:3:forces:R:3
H -1.82017 -3.96383 -5.52837 -0.275 0.580 0.215
H 1.90589 -7.16803 -3.08323 -0.239 0.036 -0.235
N 3.38869 2.41037 -0.95485 -0.589 -0.062 0.305
C 3.25280 3.97479 0.94047 -1.432 0.280 1.173
C -1.62185 -2.18335 8.73449 -0.549 0.219 -1.045
H 0.35550 -2.78935 9.26001 0.059 0.098 -0.333
H 4.05902 1.43305 -4.89562 0.191 0.228 0.172
H -5.07837 -3.98651 -1.85372 0.727 0.018 -0.400
H 0.64671 -6.20831 -1.15175 0.143 -0.672 0.100
Cd 0.86377 -1.08448 -2.47649 -0.285 1.264 0.669
C 3.05766 6.32674 0.67887 0.901 0.876 1.329
C 2.78085 1.34043 -1.47219 0.869 0.357 0.821
H 2.21983 -3.16368 -4.56334 -0.013 0.282 0.135
H 3.09368 1.91897 1.00461 -0.528 -0.338 0.225
N 2.94744 1.26027 -2.86501 -2.999 0.519 -1.621
O -0.47651 2.66391 -3.70246 0.476 0.898 0.184
C -1.92505 1.15840 -1.95486 -1.139 -1.609 -1.531
C 1.67787 -6.10863 -3.04748 0.709 0.249 -0.492
H 2.09240 -2.79017 7.70304 0.489 0.141 -0.081
Cl -2.48727 5.17170 1.15018 -0.118 0.749 0.260
C -2.71520 -0.97783 -1.19409 0.786 0.723 -2.505
H 0.07394 5.30887 -3.02768 -0.410 -1.081 0.512
Se 0.19298 -0.53547 4.70680 0.285 -0.151 -0.095
C 2.51844 6.47784 1.97988 0.396 -0.574 -0.897
C -0.51657 4.64875 -2.34563 0.030 0.785 -0.503
C 3.26559 1.60497 -6.86147 1.244 -0.223 0.075
H -3.02976 -1.87185 10.30405 -0.380 -0.579 -0.181
C 2.29607 5.36298 2.79467 0.592 -0.084 -0.030
N 1.97190 0.73313 -3.56967 2.013 0.038 3.859
C 2.01273 0.99991 -4.91808 -0.501 -0.540 -1.319
H -1.51039 -2.32699 10.86208 0.292 -0.112 -0.027
N -2.33950 0.31588 -1.06643 0.632 1.066 2.132
C -1.92454 -1.14580 6.54524 0.807 -0.083 0.456
H 4.04698 5.10417 -0.76613 -0.547 -0.430 0.590
H -5.01323 -2.93197 0.34366 0.675 -0.043 -0.866
C -3.27053 -2.89783 -2.64119 -0.535 -0.751 -0.437
H 2.07989 1.70890 -8.72635 0.612 0.154 0.731
H -3.01004 2.72071 -0.00779 0.835 0.240 -0.244
H -2.45833 -3.59292 10.23415 -0.613 -0.933 -0.243
H 3.32592 7.24659 0.12268 -0.403 -0.690 0.266
C -3.47748 -1.53436 -0.20611 -0.015 -1.444 -1.175
C 2.66934 4.13520 2.25829 0.163 -1.595 -1.108
C -0.85457 3.30016 -2.66360 -0.192 -2.384 -1.211
C -2.45979 -1.73864 -2.43086 0.965 -1.436 0.427
C 2.15754 -5.22067 -4.03774 -0.628 -0.427 1.466
H 2.39251 -1.13646 7.03168 -0.813 -0.406 0.171
C 1.04188 -5.60883 -1.94600 -0.320 -0.823 0.579
C -0.25657 -2.34394 8.46913 -0.590 0.264 -0.303
N -1.35877 -1.49237 -3.26520 -1.018 -0.371 -0.864
C -4.28765 -2.66227 -0.45968 -0.374 0.883 1.322
H -0.65324 -1.79079 -5.19719 1.120 0.053 -0.351
C -4.28227 -3.25232 -1.67532 -0.168 -0.531 -0.682
C 0.88343 0.81415 -5.72479 -0.439 0.470 1.036
H 2.69510 -5.61221 -4.88228 0.104 0.266 -0.241
H -0.74200 6.27616 -0.98985 -0.334 -0.837 -0.116
C 0.86812 -4.26749 -1.75051 0.080 2.054 -0.590
H -2.29973 0.55188 5.36168 0.640 0.921 -0.497
H -3.40948 -1.09589 0.73131 -0.325 1.000 1.542
H -3.52361 -1.45679 8.01159 0.374 0.038 -0.398
H 1.89684 5.49276 3.83661 0.399 -0.412 -1.285
H 2.46091 3.15778 2.72467 -0.078 0.761 0.282
H 0.01724 0.44863 -5.15214 -0.095 0.585 -0.731
C 1.92004 -3.88572 -3.81808 -1.413 0.739 1.250
H 0.00107 1.46493 -7.60218 0.110 -0.627 0.058
C -1.90874 4.55526 -0.35193 -0.047 -2.057 -0.744
H -2.75891 -0.98386 4.56907 0.426 0.502 0.391
C -0.53948 -1.27127 6.30841 0.559 -0.154 -0.150
C 3.16734 1.40084 -5.49203 2.010 0.314 -1.282
C -1.03484 5.22733 -1.22375 0.198 1.340 0.893
C -1.25172 -2.19790 -4.42306 -1.811 -0.073 2.555
H 1.96830 -2.43359 5.95581 -0.435 0.136 0.447
C -2.46611 -1.58677 7.73871 0.904 -0.715 1.382
H 4.26670 1.74224 -7.29497 -0.588 0.152 0.132
C 0.29985 -1.90028 7.25282 -0.957 0.514 0.050
H -3.73950 -0.28629 5.85573 0.438 -0.103 -0.031
C -2.21965 -2.57104 10.06463 0.828 1.848 0.546
C 3.52714 5.10056 0.20852 0.022 1.266 -1.169
H 2.36851 7.45543 2.38333 -0.363 0.526 -0.024
C -2.68187 -0.41932 5.52237 -2.996 -0.943 -0.198
C 0.91613 1.26513 -7.04735 -0.550 -0.554 0.905
N 1.22525 -3.36886 -2.69634 1.232 -1.630 -0.669
S 1.90167 0.16404 -0.55686 -0.444 -0.611 0.074
C -2.05370 -3.33462 -4.65447 0.760 -0.637 -1.367
H -1.91463 0.74512 -2.99438 0.519 0.994 0.432
C -3.03012 -3.73385 -3.79717 -0.251 2.497 1.606
Br 0.16884 -3.73608 -0.01774 0.354 0.224 -1.424
H -3.75298 -4.49005 -3.99140 0.018 -0.904 -0.152
C 2.13943 1.54343 -7.63465 -1.062 0.413 -1.321
C -1.69544 2.53877 -1.72839 0.466 1.714 0.462
N 3.26566 2.69151 0.38950 0.473 -1.281 -1.665
C -2.24326 3.22477 -0.63001 -0.318 0.219 0.554
C 1.74803 -2.04789 6.97120 1.255 -0.587 0.061
```
Forces are in eV/Å.

Computed properties:
* energy above the lowest of the compared OMol25 structures with the same formula, charge and spin: 99.7 kcal per mole
* charge: -1
* HOMO energy: -0.099 hartree
* total energy: -220960.319 eV
* largest force on an atom: 4.35 eV/Å
* frontier orbital gap: 3.1 eV



No. 4
Formula: H2IO2PS
Source: the Open Molecules 2025 dataset
Level of theory: ωB97M-V/def2-TZVPD

XYZ file:
```
7
Properties=species:S:1:pos:R:3:forces:R:3
S -2.54202 0.73046 0.66490 -0.919 0.377 0.330
O 3.54140 -1.14087 -1.31782 -0.286 0.591 -0.069
H -3.72351 1.28920 1.14665 0.925 -0.604 -0.531
O 1.74697 -0.43270 0.28097 0.416 2.593 1.041
P 2.84592 0.06161 -0.83879 -0.023 -1.140 0.316
H 1.60568 0.40035 0.86894 -0.128 -2.044 -1.289
I -3.47444 -0.90805 -0.80485 0.015 0.227 0.203
```
Forces are in eV/Å.

Computed properties:
* energy above the lowest of the compared OMol25 structures with the same formula, charge and spin: 37.7 kcal per mole
* charge: 0
* HOMO energy: -0.338 hartree
* total energy: -32352.741 eV
* SMILES: O=PO.SI
* largest force on an atom: 2.82 eV/Å
* frontier orbital gap: 8.2 eV



Q: Number 2 is which compound?
A: C31H39AuBF5N3O6PSe